64
Properties=species:S:1:pos:R:3:lowdin_charge:R:1 method="wB97M-V/def2-TZVPD" homo_ev=-9.5 e_above_lowest_kj_mol=268.3 gap_ev=9.371 smiles=OCCO.OCCO.OCCO.OCCO.O.O.O.O.O.O.O.O fmax_ev_per_a=4.30
O 20.98 -1.56 -16.24 -0.0583
C 22.05 -1.13 -15.43 -0.2260
C 22.20 -2.19 -14.33 -0.2801
O 21.20 -2.07 -13.35 -0.0752
H 20.08 -1.46 -15.98 0.0853
H 22.92 -1.01 -16.02 0.0938
H 21.98 -0.07 -14.87 0.1602
H 23.12 -2.05 -13.76 0.0972
H 22.30 -3.26 -14.72 0.1183
H 21.43 -2.60 -12.55 0.0777
O 23.37 -4.09 -12.17 -0.0618
C 23.45 -5.19 -11.37 -0.2781
C 22.49 -5.19 -10.17 -0.1973
O 22.19 -6.52 -9.75 -0.0670
H 23.79 -3.32 -11.71 0.1353
H 23.36 -6.01 -12.05 0.1097
H 24.38 -5.36 -10.98 0.0964
H 21.57 -4.68 -10.36 0.1077
H 23.01 -4.71 -9.37 0.1105
H 22.04 -7.11 -10.51 0.0480
O 22.16 -5.95 -15.13 -0.0222
C 21.30 -5.77 -14.07 -0.2284
C 20.07 -6.73 -14.13 -0.1545
O 20.69 -8.02 -14.00 -0.1022
H 23.02 -5.73 -14.82 0.0863
H 21.81 -5.71 -13.20 0.0683
H 20.86 -4.83 -14.23 0.0713
H 19.42 -6.65 -14.96 0.1014
H 19.45 -6.57 -13.32 0.0830
H 20.52 -8.56 -14.84 0.1278
O 19.79 -10.51 -15.87 -0.0769
C 19.53 -11.73 -15.18 -0.1763
C 20.01 -11.53 -13.68 -0.1870
O 19.05 -10.69 -12.98 -0.0889
H 19.57 -10.56 -16.78 0.0790
H 18.45 -11.95 -14.98 0.1372
H 20.13 -12.40 -15.69 0.0937
H 21.04 -11.25 -13.46 0.1133
H 20.12 -12.51 -13.20 0.1119
H 19.54 -10.20 -12.31 0.0515
O 19.26 -8.03 -10.58 -0.0668
H 18.95 -8.14 -9.66 0.0862
H 18.85 -7.19 -10.93 0.0312
O 20.03 -4.74 -16.67 -0.0090
H 20.36 -3.96 -17.05 0.0339
H 20.75 -5.14 -16.18 0.0177
O 17.47 -8.90 -14.40 -0.0558
H 17.98 -9.17 -13.66 -0.0130
H 17.96 -9.34 -15.17 0.0732
O 17.84 -5.73 -10.98 -0.0009
H 17.28 -5.73 -10.22 0.0718
H 17.34 -6.28 -11.58 0.0762
O 18.41 -4.15 -14.69 -0.0847
H 19.13 -4.35 -15.28 -0.0426
H 17.76 -4.92 -14.81 0.0438
O 18.87 -3.51 -12.06 -0.0989
H 18.49 -4.28 -11.57 -0.0181
H 18.66 -3.84 -12.94 -0.0323
O 16.68 -6.36 -15.17 -0.0485
H 16.67 -7.10 -14.61 -0.0302
H 15.71 -6.16 -15.25 0.0972
O 21.45 -9.04 -11.68 -0.0473
H 20.70 -8.68 -11.28 -0.0706
H 21.42 -8.72 -12.59 0.0029

=====

129
Properties=species:S:1:pos:R:3:lowdin_charge:R:1 method="wB97M-V/def2-TZVPD" homo_ev=-9.9 e_above_lowest_kj_mol=0.0 gap_ev=10.268 smiles="CCOS(C)(=O)=O.CCOS(C)(=O)=O.CCOS(C)(=O)=O.O=C1CCCO1.O=C1CCCO1.O=C1CCCO1.O=C1CCCO1.O=C1CCCO1.O=C1CCCO1.O=C1CCCO1" fmax_ev_per_a=4.13
C -3.27 2.43 -4.64 -0.0750
C -3.94 3.04 -3.47 -0.2555
O -4.39 2.08 -2.48 -0.2336
S -3.68 2.06 -1.09 0.5569
C -2.14 1.33 -1.41 -0.1175
O -3.46 3.38 -0.60 -0.2684
O -4.56 1.13 -0.40 -0.2753
H -2.94 3.13 -5.40 0.0910
H -3.91 1.71 -5.15 0.0962
H -2.39 1.94 -4.31 0.0269
H -3.34 3.84 -3.06 0.1177
H -4.92 3.44 -3.79 0.1352
H -1.69 1.37 -0.44 0.0664
H -1.55 1.98 -2.10 0.0805
H -2.18 0.27 -1.66 0.0559
C -1.31 4.61 2.85 -0.0786
C -0.13 3.82 3.13 -0.2190
O 0.27 3.30 1.82 -0.2437
S 1.32 2.21 1.61 0.5059
C 1.86 2.54 0.03 -0.1470
O 2.39 2.37 2.53 -0.2589
O 0.65 0.93 1.53 -0.2912
H -1.57 5.29 3.72 0.1221
H -2.12 4.11 2.39 0.0489
H -1.00 5.29 2.06 0.0870
H 0.65 4.39 3.66 0.1404
H -0.42 2.95 3.71 0.1109
H 0.95 2.67 -0.60 0.0822
H 2.45 1.67 -0.33 0.0766
H 2.43 3.50 -0.02 0.1026
C -2.84 -1.41 1.37 -0.0478
C -2.42 -1.84 -0.02 -0.2297
O -1.10 -1.31 -0.18 -0.2811
S -0.30 -1.95 -1.35 0.5709
C 1.00 -0.74 -1.38 -0.1034
O 0.26 -3.21 -0.92 -0.2680
O -1.06 -1.81 -2.57 -0.2847
H -2.26 -1.83 2.19 0.0605
H -3.87 -1.58 1.61 0.0803
H -2.64 -0.36 1.44 0.0642
H -2.42 -2.92 -0.15 0.1146
H -3.09 -1.46 -0.81 0.1189
H 1.13 -0.45 -0.29 0.0576
H 0.61 0.17 -1.80 0.0518
H 1.93 -1.04 -1.81 0.0515
O 2.74 -1.13 -6.33 0.1033
C 1.56 -0.91 -6.35 -0.5072
C 0.49 -1.05 -5.27 -0.0858
C -0.78 -0.41 -5.78 -0.1559
C -0.51 -0.26 -7.27 -0.0986
O 0.94 -0.48 -7.46 0.0179
H 0.42 -2.13 -5.11 0.1365
H 0.98 -0.63 -4.38 0.1053
H -1.67 -1.01 -5.47 0.1354
H -0.93 0.54 -5.32 0.0579
H -1.03 -1.06 -7.81 0.1275
H -0.75 0.78 -7.62 0.1354
O -3.72 -4.37 2.28 0.1358
C -2.60 -4.77 2.42 -0.4882
C -2.20 -6.09 2.91 -0.0770
C -0.65 -6.17 2.80 -0.1083
C -0.30 -4.65 2.55 -0.1068
O -1.52 -3.98 2.12 -0.0191
H -2.42 -6.23 3.96 0.1266
H -2.75 -6.90 2.40 0.1386
H -0.20 -6.61 3.67 0.1018
H -0.27 -6.73 1.97 0.0992
H 0.13 -4.12 3.42 0.1206
H 0.34 -4.61 1.68 0.1039
O 3.22 -2.17 5.00 0.0946
C 3.11 -2.03 3.80 -0.4467
C 3.58 -0.86 2.95 -0.0418
C 3.71 -1.48 1.51 -0.1113
C 2.64 -2.57 1.55 -0.1310
O 2.71 -3.06 2.95 -0.0251
H 2.81 -0.15 3.05 0.0823
H 4.57 -0.59 3.33 0.1342
H 3.53 -0.85 0.68 0.0777
H 4.69 -2.02 1.44 0.1335
H 1.66 -2.17 1.43 0.0995
H 2.82 -3.47 1.00 0.1206
O 0.10 2.27 -4.10 0.1129
C 1.22 2.65 -3.94 -0.4356
C 2.53 2.35 -4.64 -0.0602
C 3.48 3.53 -4.34 -0.0935
C 2.95 3.90 -2.91 -0.1372
O 1.55 3.64 -3.02 -0.0135
H 2.90 1.49 -4.03 0.1174
H 2.33 2.06 -5.66 0.1291
H 4.48 3.24 -4.25 0.0873
H 3.48 4.37 -5.05 0.1212
H 3.31 3.29 -2.14 0.0691
H 3.11 4.92 -2.63 0.1220
O -0.45 1.89 6.66 0.0985
C -0.49 0.76 6.22 -0.4534
C -0.46 -0.57 6.95 -0.0715
C 0.01 -1.53 5.89 -0.1400
C -0.59 -0.90 4.62 -0.1556
O -0.65 0.49 4.90 0.0047
H 0.17 -0.48 7.80 0.1192
H -1.47 -0.78 7.30 0.1376
H 1.04 -1.45 5.87 0.0716
H -0.30 -2.57 5.99 0.1259
H 0.02 -1.06 3.71 0.1273
H -1.60 -1.37 4.48 0.1219
O -3.98 -0.72 5.08 0.1546
C -4.14 0.28 4.51 -0.4729
C -4.12 1.73 4.91 -0.0624
C -4.34 2.51 3.62 -0.1583
C -5.11 1.52 2.83 -0.1947
O -4.63 0.24 3.21 -0.0043
H -4.84 1.90 5.69 0.1263
H -3.13 1.99 5.31 0.1197
H -4.88 3.50 3.71 0.1405
H -3.37 2.77 3.14 0.0977
H -6.24 1.57 2.93 0.1534
H -4.82 1.64 1.78 0.0929
O 4.40 0.91 -2.20 0.1133
C 4.69 -0.16 -2.63 -0.4816
C 5.35 -0.43 -3.95 -0.0913
C 5.78 -1.85 -3.88 -0.1488
C 4.73 -2.41 -2.89 -0.1410
O 4.42 -1.34 -2.03 0.0041
H 4.50 -0.42 -4.68 0.1267
H 6.05 0.33 -4.33 0.1400
H 5.88 -2.39 -4.82 0.1171
H 6.83 -2.00 -3.52 0.1304
H 3.83 -2.77 -3.38 0.1281
H 5.14 -3.18 -2.25 0.1246

=====

41
Properties=species:S:1:pos:R:3:lowdin_charge:R:1 method="wB97M-V/def2-TZVPD" homo_ev=-8.1 e_above_lowest_kj_mol=0.0 gap_ev=8.543 smiles="CCCCCCC(=O)Nc1c(O)c2ccccc2[nH]c1=O" fmax_ev_per_a=0.62
C 6.16 2.76 -1.45 -0.1195
C 5.89 1.35 -0.95 -0.2785
C 4.42 0.97 -1.09 -0.2375
C 4.14 -0.44 -0.57 -0.2194
C 2.71 -0.91 -0.81 -0.2043
C 1.68 -0.11 -0.01 -0.1051
C 0.30 -0.72 -0.12 -0.4201
O 0.08 -1.77 -0.72 0.0666
N -0.65 0.00 0.50 0.1493
C -2.04 -0.16 0.68 -0.0599
C -2.85 -1.17 0.23 -0.1942
O -2.45 -2.22 -0.49 0.0893
C -4.26 -1.11 0.54 -0.0798
C -5.14 -2.11 0.11 -0.0059
C -6.48 -2.04 0.41 -0.0818
C -6.97 -0.97 1.16 -0.0801
C -6.12 0.02 1.59 -0.0203
C -4.76 -0.04 1.29 -0.1801
N -3.90 0.94 1.71 0.1673
C -2.56 0.95 1.46 -0.4104
O -1.84 1.86 1.87 0.0401
H 5.58 3.48 -0.89 0.0700
H 7.22 3.01 -1.35 0.0662
H 5.89 2.84 -2.51 0.0701
H 6.50 0.64 -1.51 0.1075
H 6.18 1.28 0.10 0.1086
H 4.13 1.03 -2.14 0.1191
H 3.81 1.69 -0.53 0.1078
H 4.82 -1.14 -1.07 0.1129
H 4.36 -0.49 0.50 0.1146
H 2.62 -1.96 -0.53 0.1149
H 2.47 -0.84 -1.87 0.1203
H 1.63 0.92 -0.36 0.1239
H 1.96 -0.10 1.05 0.1355
H -0.37 0.87 0.98 0.1371
H -1.46 -2.18 -0.66 0.0743
H -4.74 -2.93 -0.47 0.1172
H -7.15 -2.82 0.08 0.1022
H -8.02 -0.92 1.40 0.1041
H -6.50 0.85 2.17 0.1110
H -4.26 1.71 2.26 0.1669